The following is a quantum chemistry calculation of C28H24F5HfN4OS2Se as an isolated structure, from the OMol25 dataset.

Each line ends with the Löwdin charge.
Positions of all 66 atoms, in Å:
Hf 12.677 9.895 9.782  1.425
C 7.436 11.947 10.395  -0.375
S 8.706 12.361 11.597  0.929
C 10.115 11.492 11.213  -1.014
S 10.073 10.286 9.928  0.634
N 11.209 11.788 11.923  -0.078
N 12.356 11.217 11.557  -0.192
C 13.320 11.571 12.303  -0.044
C 14.644 11.068 11.907  -0.233
C 15.765 11.618 12.461  -0.007
C 16.945 11.025 12.113  -0.004
C 17.009 9.913 11.255  0.001
C 15.835 9.474 10.718  -0.150
N 14.653 10.030 10.985  0.001
H 6.675 12.573 10.786  0.022
H 7.128 10.956 10.576  0.020
H 7.755 12.154 9.380  0.046
H 13.225 12.272 13.151  0.160
H 15.754 12.401 13.189  0.128
H 17.877 11.559 12.405  0.142
H 17.925 9.442 11.085  0.107
H 15.774 8.672 10.009  0.038
O 12.112 8.575 11.712  -0.181
C 11.288 7.408 11.807  -0.221
C 12.025 6.163 11.356  -0.139
C 12.605 6.215 9.912  -0.112
C 11.759 6.769 8.738  -0.276
C 11.212 5.858 7.787  0.011
C 10.648 6.314 6.614  -0.015
C 10.559 7.709 6.470  -0.048
C 11.029 8.517 7.416  -0.183
N 11.660 8.061 8.555  -0.119
H 11.905 9.249 12.371  0.089
H 10.375 7.551 11.308  0.090
H 11.049 7.176 12.846  0.136
H 11.223 5.426 11.406  0.127
H 12.823 5.949 12.049  0.119
H 12.996 5.236 9.654  0.119
H 13.534 6.808 9.959  0.076
H 11.218 4.792 7.898  0.116
H 10.280 5.653 5.790  0.140
H 10.070 8.133 5.580  0.134
H 11.016 9.591 7.303  0.081
C 12.710 14.535 7.700  -0.058
C 13.742 14.083 8.481  -0.106
C 13.818 12.763 8.908  -0.159
C 12.780 11.857 8.653  -0.314
C 11.711 12.318 7.853  -0.169
C 11.618 13.638 7.436  -0.051
H 12.690 15.565 7.342  0.109
H 14.529 14.840 8.708  0.121
H 14.749 12.503 9.413  0.091
H 10.773 11.758 7.806  0.043
H 10.802 14.005 6.912  0.078
F 18.347 12.896 6.216  0.148
C 17.456 12.028 6.667  -0.126
C 17.825 11.019 7.556  -0.163
F 19.087 11.009 7.950  0.136
C 16.950 10.015 7.846  -0.258
F 17.432 8.926 8.467  0.062
C 15.592 10.081 7.446  -0.508
Se 14.414 8.691 7.858  0.808
C 15.236 11.104 6.567  -0.289
F 14.028 11.205 6.063  0.107
C 16.128 12.123 6.247  -0.138
F 15.773 13.136 5.466  0.137

The calculation puts the HOMO-LUMO gap at 6.43 eV. The value obtained for the HOMO energy is -10.65 eV. The calculation puts the energy relative to the best compared isomer or geometry (same formula, charge and spin) at 23.70 kcal/mol. As for the charge: +1. As for the spin multiplicity: 1. For the electronic energy, the calculation gives -5120.6110 a.u. The value obtained for the LUMO energy is -4.223 eV.